The following is a quantum chemistry calculation of 2 unconnected molecules or ions with the total composition C4H8O2, from the OMol25 dataset.

Last column: natural (NBO) charge in e.
CARTESIAN COORDINATES (ANGSTROEM)
1 O 2.12 0.68 1.56  -0.93
2 O -2.28 1.30 -0.95  -0.52
3 C -0.38 -0.08 -0.50  -0.14
4 C 0.89 -0.26 -0.87  -0.31
5 C -1.12 -0.92 0.50  -0.65
6 C -1.10 1.06 -1.12  0.40
7 H -1.69 -1.72 0.02  0.24
8 H 2.16 -0.27 1.71  0.46
9 H 1.24 0.82 1.21  0.47
10 H -0.48 1.71 -1.77  0.11
11 H -0.42 -1.37 1.21  0.21
12 H 1.39 0.40 -1.57  0.21
13 H 1.50 -1.08 -0.48  0.20
14 H -1.84 -0.30 1.05  0.24

## Properties
- strongest force on any atom (eV Å⁻¹) = 0.7
- E_LUMO (eV) = 0.1380
- frontier orbital gap (eV) = 10.338
- SMILES = C=C(C)C=O.O
- total charge = 0